A gas-phase ion, C4H7N2 (charge +1) at a distorted geometry, computed with the ωB97M-V functional and the def2-TZVPD basis.

Values from the calculation:
Energy relative to the best compared isomer or geometry (same formula, charge and spin) in kcal per mole: 128.5
DFT total energy in eV: -7230.167
HOMO-LUMO gap (alpha / beta) in Eh: 0.309 / 0.309
Charge: +1

Each line ends with the Löwdin charge.
Positions of all 13 atoms, in Å:
C1 -0.309 -1.159 -0.059  -0.201
C2 -2.348 0.167 0.067  0.073
C3 1.903 -0.103 0.016  -0.200
C4 1.065 1.105 -0.053  0.268
N1 0.906 -1.159 0.010  0.133
N2 -1.139 -0.035 -0.229  0.029
H1 -0.820 -2.087 -0.041  0.140
H2 -2.766 1.022 -0.402  0.084
H3 -3.059 -0.525 0.736  0.162
H4 2.463 -0.140 -0.929  0.146
H5 2.439 -0.072 0.980  0.154
H6 0.621 1.485 0.903  0.135
H7 1.044 1.501 -1.002  0.077


A gas-phase ion, C4H7N2 (charge +1) at a distorted geometry, computed with the ωB97M-V functional and the def2-TZVPD basis.

Values from the calculation:
Energy relative to the best compared isomer or geometry (same formula, charge and spin) in kcal per mole: 131.5
DFT total energy in eV: -7230.036
HOMO-LUMO gap in Eh: 0.367
Structure (SMILES): C1[NH2+]C[C@@H]2N=C12
Charge: +1

Each line ends with the Löwdin charge.
Positions of all 13 atoms, in Å:
C1 1.237 0.650 -0.053  -0.192
C2 -0.049 1.357 -0.052  0.036
C3 -0.199 -1.124 0.302  -0.131
C4 1.096 -0.815 -0.365  -0.239
N1 2.201 -0.076 0.211  0.248
N2 -1.035 0.073 0.097  0.081
H1 -0.300 2.071 0.799  0.161
H2 -0.133 2.003 -0.879  0.120
H3 -0.705 -1.987 -0.099  0.138
H4 0.127 -1.321 1.305  0.143
H5 1.164 -0.977 -1.599  0.199
H6 -1.682 0.288 0.996  0.242
H7 -1.723 -0.141 -0.662  0.194


A molecular structure, C4H7N2 at a distorted geometry, computed with the ωB97M-V functional and the def2-TZVPD basis.

Values from the calculation:
Energy relative to the best compared isomer or geometry (same formula, charge and spin) in kcal per mole: 137.4
DFT total energy in eV: -7229.782
HOMO-LUMO gap in Eh: 0.368
Charge: +1

Each line ends with the Löwdin charge.
Positions of all 13 atoms, in Å:
C1 -0.982 -0.657 -0.874  -0.009
C2 1.336 -0.469 -0.079  0.144
C3 0.346 0.068 -1.125  -0.127
C4 -0.704 0.644 -0.105  -0.137
N1 0.187 0.481 2.203  0.243
N2 -0.006 0.225 1.054  -0.071
H1 -1.586 -0.505 -1.714  0.100
H2 -1.297 -1.535 -0.310  0.136
H3 1.536 -1.584 0.009  0.137
H4 2.226 0.231 0.107  0.140
H5 0.572 0.509 -2.049  0.133
H6 -1.201 1.574 0.002  0.148
H7 -0.426 1.018 2.880  0.163


A gas-phase ion, C4H7N2 (charge +1) at a distorted geometry, computed with the ωB97M-V functional and the def2-TZVPD basis.

Values from the calculation:
Energy relative to the best compared isomer or geometry (same formula, charge and spin) in kcal per mole: 116.0
DFT total energy in eV: -7230.706
HOMO-LUMO gap (alpha / beta) in Eh: 0.324 / 0.324
Charge: +1

Each line ends with the Löwdin charge.
Positions of all 13 atoms, in Å:
C1 0.411 -1.483 0.487  0.062
C2 1.416 -0.740 -0.370  -0.068
C3 -1.522 -0.092 1.036  0.009
C4 -0.167 1.227 -0.449  0.121
N1 -0.572 -0.902 0.887  -0.018
N2 0.612 0.342 -1.064  0.059
H1 1.957 -0.435 0.477  0.114
H2 2.114 -1.260 -0.978  0.124
H3 -1.404 0.551 1.896  0.118
H4 -2.428 -0.273 0.403  0.141
H5 -1.044 1.625 -0.825  0.102
H6 0.151 1.425 0.500  0.077
H7 0.476 0.015 -2.001  0.157


2 unconnected molecules or ions with the total composition C4H7N2 at a distorted geometry, computed with the ωB97M-V functional and the def2-TZVPD basis.

Values from the calculation:
Energy relative to the best compared isomer or geometry (same formula, charge and spin) in kcal per mole: 166.3
DFT total energy in eV: -7228.527
HOMO-LUMO gap (alpha / beta) in Eh: 0.338 / 0.338
Charge: +1

Each line ends with the Löwdin charge.
Positions of all 13 atoms, in Å:
C1 -1.739 0.744 -0.578  0.067
C2 -2.009 -0.552 -0.682  0.158
C3 -1.813 -0.891 0.712  -0.111
C4 2.585 0.560 -0.325  -0.035
N1 1.562 -0.111 -0.100  0.011
N2 -0.910 0.184 0.457  0.098
H1 -1.493 1.422 -1.317  0.117
H2 -2.692 -0.502 1.280  0.160
H3 -1.448 -1.786 1.201  0.139
H4 2.440 1.687 -0.297  0.110
H5 3.585 0.289 -0.598  0.086
H6 1.763 -1.190 -0.111  0.150
H7 0.168 0.148 0.358  0.051


A gas-phase ion, C4H7N2 (charge +1) at a distorted geometry, computed with the ωB97M-V functional and the def2-TZVPD basis.

Values from the calculation:
Energy relative to the best compared isomer or geometry (same formula, charge and spin) in kcal per mole: 85.9
DFT total energy in eV: -7227.005
HOMO-LUMO gap (alpha / beta) in Eh: 0.227 / 0.267
Expectation value of S²: 2.016
Charge: +1
Multiplicity: 3

Each line ends with the Löwdin charge.
Positions of all 13 atoms, in Å:
C1 0.628 -1.529 -0.123  -0.103
C2 1.256 1.632 0.003  0.138
C3 -0.276 -0.386 -0.495  -0.203
C4 -1.523 -0.218 0.350  0.004
N1 1.618 -0.843 0.308  0.329
N2 0.882 0.438 -0.040  -0.044
H1 0.551 -2.600 -0.149  0.133
H2 2.243 1.876 0.384  0.127
H3 0.602 2.425 -0.345  0.127
H4 -0.474 -0.239 -1.563  0.183
H5 -1.882 0.808 0.310  0.098
H6 -1.325 -0.485 1.386  0.105
H7 -2.300 -0.878 -0.026  0.105


A gas-phase ion, C4H7N2 (charge +1) at a distorted geometry, computed with the ωB97M-V functional and the def2-TZVPD basis.

Values from the calculation:
Energy relative to the best compared isomer or geometry (same formula, charge and spin) in kcal per mole: 81.8
DFT total energy in eV: -7227.186
HOMO-LUMO gap (alpha / beta) in Eh: 0.206 / 0.272
Expectation value of S²: 2.007
Charge: +1
Multiplicity: 3

Each line ends with the Löwdin charge.
Positions of all 13 atoms, in Å:
C1 1.678 1.178 -0.053  -0.090
C2 1.680 -1.188 -0.017  -0.205
C3 -0.759 -0.663 -0.085  -0.013
C4 -1.930 0.056 0.039  0.002
N1 2.278 0.040 0.017  0.083
N2 0.218 -1.276 0.016  0.255
H1 2.245 2.200 0.050  0.125
H2 1.996 -1.852 0.824  0.148
H3 2.054 -1.971 -0.778  0.177
H4 0.590 1.423 0.027  0.066
H5 -2.816 -0.548 -0.295  0.141
H6 -1.846 0.806 -0.791  0.139
H7 -2.401 0.601 0.951  0.172


A gas-phase ion, C4H7N2O (charge +1) at a distorted geometry, computed with the ωB97M-V functional and the def2-TZVPD basis.

Values from the calculation:
Energy relative to the best compared isomer or geometry (same formula, charge and spin) in kcal per mole: 42.7
DFT total energy in eV: -9280.937
HOMO-LUMO gap in Eh: 0.316
Structure (SMILES): [NH2+]=C/C=C\N=C\O
Charge: +1

Each line ends with the Löwdin charge.
Positions of all 14 atoms, in Å:
C1 -0.003 1.024 1.025  -0.040
C2 -0.288 -0.185 1.643  -0.090
C3 0.072 1.279 -0.342  -0.050
C4 0.198 -0.012 -2.395  -0.173
N1 0.369 0.324 -1.180  0.144
N2 -0.544 -1.409 1.268  0.210
O1 1.098 -0.461 -3.193  0.203
H1 0.010 1.854 1.635  0.087
H2 -0.482 -0.057 2.668  0.126
H3 -0.087 2.236 -0.676  0.122
H4 -0.774 -0.081 -2.806  0.156
H5 -1.151 -1.946 1.789  0.114
H6 -0.301 -1.718 0.419  0.069
H7 1.959 -0.460 -2.845  0.122


2 unconnected molecules or ions with the total composition C4H7N2O at a distorted geometry, computed with the ωB97M-V functional and the def2-TZVPD basis.

Values from the calculation:
Energy relative to the best compared isomer or geometry (same formula, charge and spin) in kcal per mole: 133.3
DFT total energy in eV: -9277.008
HOMO-LUMO gap in Eh: 0.390
Charge: +1

Each line ends with the Löwdin charge.
Positions of all 14 atoms, in Å:
C1 -1.359 1.732 -1.975  0.034
C2 -0.189 -0.649 0.932  -0.320
C3 -1.299 -1.313 0.289  0.029
C4 2.098 0.414 0.439  0.013
N1 -0.911 0.908 -1.323  0.092
N2 0.736 0.282 0.815  0.159
O1 0.249 -0.631 2.132  0.247
H1 -1.747 2.517 -2.586  0.080
H2 -1.658 -2.169 0.901  0.134
H3 -1.197 -1.943 -0.592  0.124
H4 -2.008 -0.598 0.046  0.065
H5 2.585 -0.545 0.042  0.149
H6 1.948 1.204 -0.258  0.108
H7 2.754 0.791 1.136  0.087


A gas-phase ion, C4H7N2O (charge +1) at a distorted geometry, computed with the ωB97M-V functional and the def2-TZVPD basis.

Values from the calculation:
Energy relative to the best compared isomer or geometry (same formula, charge and spin) in kcal per mole: 50.5
DFT total energy in eV: -9276.294
HOMO-LUMO gap (alpha / beta) in Eh: 0.242 / 0.265
Expectation value of S²: 2.030
Charge: +1
Multiplicity: 3

Each line ends with the Löwdin charge.
Positions of all 14 atoms, in Å:
C1 1.010 -2.034 0.022  0.001
C2 -2.262 -0.312 0.104  -0.164
C3 0.238 0.358 -0.085  -0.326
C4 1.195 1.525 0.129  0.014
N1 0.646 -0.841 -0.143  0.128
N2 -1.082 0.594 -0.268  0.217
O1 -3.309 0.212 0.189  0.181
H1 1.011 -2.465 0.983  0.096
H2 1.539 -2.487 -0.779  0.096
H3 -1.889 -1.432 0.141  0.185
H4 1.211 1.995 1.194  0.135
H5 2.279 1.135 -0.135  0.136
H6 0.879 2.279 -0.657  0.103
H7 -1.465 1.474 -0.696  0.197